{"formula": "C18H25N3O6P2S2TeV", "method": "ωB97M-V/def2-TZVPD", "e_homo_ha": [-0.2175, -0.1861], "relative_energy_kj_mol": 0.0, "multiplicity": 2, "orbital_gap_ev": [5.68, 4.82], "s2": 0.7721, "total_energy_ha": -4007.940614, "species": ["V", "S", "C", "C", "C", "C", "C", "C", "C", "C", "C", "N", "H", "H", "H", "H", "H", "H", "N", "C", "C", "P", "O", "O", "O", "P", "O", "O", "O", "H", "H", "H", "H", "H", "H", "H", "H", "S", "C", "N", "C", "C", "C", "C", "H", "H", "H", "H", "H", "C", "Te", "C", "H", "H", "H", "H", "H", "H"], "xyz": [[0.337117, 1.462507, 0.315181], [1.582976, -1.168285, 3.794405], [-0.037300, -0.715639, 4.129743], [-0.553738, 0.104354, 3.174035], [0.354860, 0.414767, 2.106664], [1.556392, -0.222258, 2.344226], [2.614764, -0.122827, 1.381837], [3.861078, -0.757328, 1.450611], [4.765255, -0.589279, 0.429184], [4.422373, 0.218569, -0.657739], [3.184627, 0.817903, -0.661237], [2.289066, 0.661512, 0.325848], [-0.523846, -1.094331, 5.015500], [-1.571436, 0.470617, 3.221268], [4.090224, -1.380223, 2.305401], [5.729984, -1.078808, 0.466492], [5.103513, 0.377084, -1.481881], [2.873325, 1.462091, -1.476948], [-2.308105, 2.814395, -2.823500], [-2.175292, 1.363213, -2.396655], [-2.988126, 0.460366, -3.303500], [-0.342396, 1.092597, -2.385080], [-0.027274, 0.540837, -3.859047], [0.190894, 2.481331, -2.182039], [0.031141, 0.064473, -1.362507], [-2.783793, 1.288517, -0.626630], [-3.997163, 2.393243, -0.758121], [-1.720132, 1.974112, 0.186616], [-3.346214, -0.038013, -0.342919], [-2.351074, 2.899379, -3.838022], [-1.422989, 3.260855, -2.495881], [-3.143444, 3.220956, -2.391140], [-2.660202, 0.541959, -4.342236], [-4.054776, 0.684874, -3.235405], [-2.855026, -0.570165, -2.978104], [0.368172, -0.339537, -3.813946], [-4.836113, 1.947710, -0.586300], [1.568733, 3.496769, 0.928065], [0.725946, 4.889138, 0.485246], [1.393438, 6.077904, 0.495683], [0.843697, 7.283856, 0.203799], [-0.465393, 7.370457, -0.133139], [-1.220426, 6.172314, -0.159830], [-0.649867, 4.970359, 0.133038], [2.371294, 6.022200, 0.748605], [1.508900, 8.132474, 0.262913], [-0.907272, 8.328118, -0.359984], [-2.275648, 6.215809, -0.400662], [-1.215511, 4.048094, 0.144606], [-1.397270, -2.864242, -0.956962], [0.162220, -2.972812, 0.494225], [0.383411, -5.090383, 0.288892], [-2.092076, -3.683561, -0.782486], [-0.988903, -2.923350, -1.963781], [-1.913594, -1.919278, -0.806713], [0.681168, -5.344069, -0.725861], [-0.549052, -5.589798, 0.541872], [1.160084, -5.415228, 0.978800]], "atomic_forces_ev_per_a": [[0.0, 0.0, 0.0], [0.0, 0.0, 0.0], [0.0, 0.0, 0.0], [0.0, 0.0, 0.0], [-0.1, 0.0, -0.1], [0.0, 0.0, 0.0], [0.0, 0.0, 0.0], [0.0, 0.0, 0.0], [0.0, 0.0, 0.0], [0.0, 0.0, 0.0], [0.0, 0.0, 0.0], [0.0, 0.0, -0.1], [0.0, 0.0, 0.0], [0.0, 0.0, 0.0], [0.0, 0.0, 0.0], [0.0, 0.0, 0.0], [0.0, 0.0, 0.0], [0.0, 0.0, 0.0], [-0.1, 0.0, 0.0], [0.0, 0.0, 0.0], [0.0, 0.0, 0.0], [0.0, -0.1, 0.0], [0.0, 0.0, 0.0], [0.0, 0.0, 0.0], [0.0, 0.0, 0.0], [0.0, 0.0, -0.1], [0.0, 0.0, 0.0], [0.0, 0.0, 0.0], [0.0, 0.0, 0.0], [0.0, 0.0, 0.0], [0.0, 0.0, 0.0], [0.0, 0.0, 0.0], [0.0, 0.0, 0.0], [0.0, 0.0, 0.0], [0.0, 0.0, 0.0], [0.0, 0.0, 0.0], [0.0, 0.0, 0.0], [0.0, 0.0, 0.0], [0.0, 0.0, 0.0], [0.0, 0.0, 0.0], [0.0, 0.0, 0.0], [0.0, 0.0, 0.0], [0.0, 0.0, 0.0], [0.0, 0.0, 0.0], [0.0, 0.0, 0.0], [0.0, 0.0, 0.0], [0.0, 0.0, 0.0], [0.0, 0.0, 0.0], [0.0, 0.0, 0.0], [0.0, 0.0, 0.0], [0.0, 0.0, 0.0], [0.0, 0.0, 0.0], [0.0, 0.0, 0.0], [0.0, 0.0, 0.0], [0.0, 0.0, 0.0], [0.0, 0.0, 0.0], [0.0, 0.0, 0.0], [0.0, 0.0, 0.0]]}

---

{"formula": "C44H46N2O12P", "method": "ωB97M-V/def2-TZVPD", "e_homo_ha": -0.1386, "orbital_gap_ev": 3.03, "charge": -1, "total_energy_ha": -3057.727378, "species": ["C", "C", "C", "C", "C", "N", "O", "P", "C", "C", "C", "C", "C", "C", "C", "O", "C", "C", "N", "H", "H", "H", "H", "H", "H", "H", "H", "H", "H", "H", "H", "H", "H", "H", "H", "H", "H", "H", "H", "H", "H", "H", "H", "H", "H", "C", "C", "C", "O", "C", "C", "C", "O", "H", "H", "H", "H", "C", "C", "C", "O", "C", "C", "C", "O", "H", "H", "H", "H", "C", "C", "C", "O", "C", "C", "C", "O", "H", "H", "H", "H", "C", "C", "C", "O", "C", "C", "C", "O", "H", "H", "H", "H", "C", "C", "C", "O", "C", "C", "C", "O", "H", "H", "H", "H"], "xyz": [[-0.041937, -3.138393, -0.201549], [-0.901924, -2.333905, -1.252967], [-1.532382, -0.948796, -0.827479], [-1.156460, -0.445350, 0.624891], [0.157502, 0.468523, 0.685571], [1.276493, -0.125122, 1.432922], [-1.869394, -3.192729, -1.899153], [-1.210759, -3.897086, -3.371274], [-0.983421, -5.665657, -2.671292], [0.484540, -6.153923, -2.498619], [0.849861, -6.740158, -1.189166], [2.171457, -7.253595, -0.872905], [3.198037, -7.167214, -1.899174], [2.891049, -6.618405, -3.225107], [1.531111, -6.128181, -3.508543], [0.366293, -3.291836, -3.031513], [0.113258, -2.011696, -2.475814], [1.403837, -1.147753, -2.175623], [2.538687, -1.737626, -2.953658], [1.005299, -2.764566, -0.079048], [-0.523915, -3.197485, 0.819529], [0.019284, -4.189105, -0.572010], [-1.220808, -0.131333, -1.537987], [-2.650951, -0.999540, -0.879910], [-2.002929, 0.237399, 0.946379], [-1.102358, -1.249172, 1.399325], [0.422450, 0.743403, -0.368184], [-0.114373, 1.423295, 1.219848], [1.115007, -0.128112, 2.439501], [1.479241, -1.076384, 1.127548], [-0.800392, -4.509412, -4.627134], [-2.588803, -4.321075, -3.651328], [-1.581150, -2.767328, -4.230134], [-1.515639, -6.425208, -3.302150], [-1.468144, -5.698775, -1.648205], [0.054337, -6.808068, -0.401857], [2.381690, -7.694991, 0.127058], [4.242974, -7.507699, -1.726958], [3.666784, -6.549887, -4.026530], [1.307292, -5.696091, -4.508526], [-0.490379, -1.319752, -3.138107], [1.688183, -1.074877, -1.097823], [1.243809, -0.111541, -2.590513], [3.349838, -1.117149, -2.913878], [2.254986, -1.852715, -3.931758], [0.703385, 3.600750, 4.961522], [0.675027, 3.310762, 3.662182], [0.230329, 4.309119, 2.662850], [0.202425, 4.045000, 1.477992], [-0.180098, 5.641923, 3.162648], [-0.151488, 5.930539, 4.462378], [0.293337, 4.932409, 5.461161], [0.321328, 5.198673, 6.648001], [1.025020, 2.883403, 5.706173], [0.972551, 2.341344, 3.279449], [-0.501739, 6.359593, 2.417361], [-0.449003, 6.899497, 4.846046], [0.241242, 6.236953, -3.855742], [-0.460598, 6.954193, -2.981162], [-0.873836, 6.385024, -1.677564], [-1.516379, 7.040366, -0.879680], [-0.475960, 4.990295, -1.383883], [0.226755, 4.271940, -2.259053], [0.640321, 4.839963, -3.562059], [1.282297, 4.189323, -4.360834], [0.551585, 6.635694, -4.813489], [-0.759728, 7.976135, -3.178971], [-0.785208, 4.592447, -0.428118], [0.525730, 3.250024, -2.060309], [0.231241, -2.883894, 6.507737], [0.902072, -1.888525, 5.931957], [0.268534, -1.028544, 4.907890], [0.881508, -0.119993, 4.379766], [-1.138159, -1.314786, 4.548292], [-1.809840, -2.310317, 5.123723], [-1.177196, -3.171567, 6.148979], [-1.788249, -4.077839, 6.676256], [0.677927, -3.523849, 7.258095], [1.931315, -1.663679, 6.182195], [-1.584092, -0.674382, 3.797098], [-2.838752, -2.534575, 4.872411], [2.269184, 9.690453, 6.927873], [1.251298, 9.119048, 6.287246], [0.212807, 9.932092, 5.614707], [-0.717784, 9.411364, 5.032072], [0.350205, 11.405088, 5.679782], [1.368047, 11.976970, 6.320099], [2.407030, 11.163429, 6.993297], [3.336081, 11.684677, 7.575578], [3.036725, 9.111627, 7.425778], [1.135534, 8.043522, 6.229564], [-0.417827, 11.983410, 5.181807], [1.483746, 13.051955, 6.378325], [-1.485468, -7.686143, -6.974808], [-2.532943, -8.246689, -7.578588], [-3.585514, -7.422262, -8.212250], [-4.543757, -7.934165, -8.762371], [-3.429401, -5.952464, -8.150908], [-2.382002, -5.391318, -7.547466], [-1.328971, -6.215472, -6.914239], [-0.375296, -5.705446, -6.366802], [-0.706124, -8.273236, -6.504873], [-2.662590, -9.320440, -7.633139], [-4.208865, -5.365302, -8.619913], [-2.252452, -4.317700, -7.491991]], "atomic_forces_ev_per_a": [[-0.9, -0.4, 0.5], [1.4, 0.5, -1.5], [-0.1, -0.3, 1.2], [-0.4, 1.3, -0.3], [-1.1, -0.3, 0.6], [0.2, 0.2, -0.4], [1.4, 1.1, 1.0], [-2.2, -1.8, -2.8], [1.3, -0.7, 1.7], [1.5, -1.2, 1.4], [1.0, 0.0, -1.0], [-0.5, 1.0, -2.2], [-1.2, 0.6, -1.0], [-2.1, 0.0, 1.7], [0.8, -0.5, 1.3], [-0.6, 1.6, 0.3], [-0.5, 0.6, 1.1], [0.4, -0.4, -1.1], [-0.1, 0.3, 0.4], [-0.9, -0.2, -0.2], [0.4, 0.1, -1.0], [0.1, 0.9, 0.2], [-0.3, -0.8, 0.5], [1.0, -0.3, -0.1], [0.7, -0.7, -0.3], [0.0, 0.5, -0.8], [0.1, -0.3, 1.0], [0.4, -0.8, -0.6], [-0.1, 0.0, -0.6], [-0.2, 0.3, 0.1], [0.2, 0.2, 0.3], [0.0, -0.2, 0.1], [0.5, 0.7, 0.7], [0.3, 1.0, 0.2], [0.5, -0.2, -1.0], [0.8, 0.1, -0.9], [-0.1, 0.4, -0.9], [-1.0, 0.2, 0.1], [-0.7, -0.1, 0.9], [0.2, -0.4, 0.9], [0.4, -1.1, 0.1], [-0.2, -0.2, -0.9], [-0.3, -0.7, 0.8], [-0.4, -0.2, -0.1], [0.1, 0.0, 0.6], [0.0, -0.1, -0.1], [0.1, -0.2, 0.1], [0.0, 0.0, -0.1], [0.0, 0.0, 0.2], [0.0, 0.2, 0.1], [0.0, 0.1, -0.1], [0.0, 0.0, 0.1], [0.0, 0.1, -0.1], [0.0, 0.0, 0.0], [0.0, 0.0, 0.0], [0.0, 0.0, 0.0], [0.0, 0.0, 0.0], [-0.1, 0.2, 0.0], [0.1, 0.1, -0.2], [-0.1, 0.0, 0.2], [0.1, 0.0, -0.1], [0.0, -0.2, -0.1], [-0.1, 0.0, 0.1], [0.1, -0.3, -0.1], [-0.1, 0.1, 0.0], [0.0, 0.0, 0.0], [0.0, 0.0, 0.0], [0.0, 0.0, 0.0], [0.0, 0.0, 0.0], [0.2, 0.1, 0.0], [0.1, -0.1, 0.1], [0.0, 0.1, -0.1], [0.0, 0.0, 0.4], [-0.2, 0.0, 0.0], [0.0, 0.2, -0.1], [-0.2, -0.2, 0.1], [0.1, 0.1, 0.0], [0.0, 0.0, 0.0], [0.0, 0.0, 0.0], [0.0, 0.0, 0.0], [0.0, 0.0, 0.0], [-0.1, -0.2, -0.1], [0.2, -0.1, 0.1], [-0.2, -0.1, -0.1], [0.1, 0.0, 0.1], [0.1, 0.2, 0.0], [-0.2, 0.0, -0.1], [0.2, 0.1, 0.1], [-0.1, 0.0, -0.1], [0.0, 0.0, 0.0], [0.0, 0.0, 0.0], [0.0, 0.0, 0.0], [0.0, 0.0, 0.0], [-0.2, -0.2, 0.0], [0.2, 0.0, 0.1], [-0.2, 0.0, -0.1], [0.1, 0.0, 0.0], [0.1, 0.1, 0.0], [-0.2, 0.0, -0.2], [0.2, 0.1, 0.2], [0.1, -0.2, -0.5], [0.0, 0.1, 0.0], [0.0, 0.0, 0.0], [0.0, 0.0, 0.0], [0.0, 0.0, 0.1]]}